# 1
# C5H10N2

C5H10N2 in the gas phase (ωB97M-V with the def2-TZVPD basis set, OMol25).

The geometry in XYZ format:
```
17
Properties=species:S:1:pos:R:3:forces:R:3:mulliken_charge:R:1
C 1.997231 0.215323 1.198102 0.0 0.0 0.1 -0.917
C 1.913921 0.082344 -0.289200 0.4 -0.1 0.1 -0.270
N 0.733689 0.111836 -0.914128 -0.2 -0.2 -0.3 -0.134
C -0.261939 0.926522 -0.491325 -0.2 0.1 0.2 -0.891
C -1.637167 0.470046 -0.250973 -0.1 0.2 -0.2 0.336
C -2.162872 -0.838081 -0.709160 -0.1 -0.1 -0.3 -0.493
N -1.928359 -0.621806 0.714856 0.2 -0.1 0.2 -0.627
H 0.997056 0.029630 1.619103 0.2 0.1 -0.1 0.240
H 2.321372 1.181763 1.609340 0.0 -0.1 -0.2 0.256
H 2.687649 -0.547966 1.590543 -0.1 0.2 -0.1 0.290
H 2.788838 -0.168057 -0.878009 -0.1 -0.2 0.1 0.415
H 0.583662 -0.495252 -1.725046 0.0 0.3 0.2 0.280
H 0.078151 1.853892 -0.047583 -0.1 -0.2 0.2 0.425
H -2.353171 1.281692 -0.154447 0.1 -0.1 -0.1 0.363
H -3.209994 -0.914965 -0.993486 0.2 0.0 0.0 0.242
H -1.506763 -1.515224 -1.254218 -0.1 0.1 0.1 0.191
H -1.041306 -1.051697 0.975631 -0.1 0.0 0.0 0.294
```
Forces are in eV/Å.

## Properties
LUMO energy (spin up / spin down) ... 0.853 / 0.887 eV
ΔE to the lowest compared entry with this formula, charge and spin ... 84.8 kcal per mole
Kohn-Sham gap (spin up / spin down) ... 7.5308 / 7.6376 eV
Multiplicity ... 1
HOMO energy (spin up / spin down) ... -0.245 / -0.248 Ha
DFT total energy ... -305.8887 hartree

=====

# 2
# C9H14S

2 unconnected molecules or ions with the total composition C9H14S in a non-equilibrium geometry (ωB97M-V with the def2-TZVPD basis set, OMol25).

The geometry in XYZ format:
```
24
Properties=species:S:1:pos:R:3:forces:R:3:mulliken_charge:R:1
C -0.821835 2.042376 0.739971 -0.3 -3.1 -0.3 -1.241
C -0.496622 0.797514 1.615408 0.5 2.4 -0.2 0.876
C 0.642839 0.901897 2.400501 -1.1 -1.8 0.7 -0.390
C 0.866136 -0.167650 3.323438 -0.7 2.1 -1.2 -0.624
C -0.035260 -1.207919 3.302153 -0.9 -2.1 0.8 -0.241
C -1.249041 -1.289108 2.559718 1.7 1.8 0.3 -0.674
C -1.430141 -0.223986 1.709424 -0.4 0.0 -0.7 -0.238
H -1.860804 2.296391 0.933133 0.2 0.8 0.2 0.340
H -0.856093 1.577378 -0.254822 0.2 0.7 -0.3 0.194
H -0.037628 2.778049 0.828601 -0.3 0.5 0.0 0.366
H 1.194719 1.825110 2.319682 0.4 -0.1 0.4 0.287
H 1.550157 0.050791 4.132271 0.5 -0.9 -0.1 0.330
H 0.143036 -2.090648 3.915689 0.1 0.4 0.4 0.308
H -2.051685 -1.969351 2.791111 0.3 -0.5 -0.2 0.394
H -2.282730 -0.114775 1.042773 -0.2 -0.2 0.3 0.318
C 1.602704 0.500494 -4.193967 3.0 1.2 -0.4 -1.069
C 0.219227 0.334996 -3.730153 -0.6 -1.1 0.9 -0.312
S 0.191704 -0.949301 -2.365771 -0.3 0.3 -0.3 -0.237
H 1.731850 1.391308 -4.829472 -0.3 -0.3 -0.2 0.303
H 2.134247 -0.332782 -4.664353 -1.0 -0.3 -0.4 0.312
H 2.362663 0.685603 -3.417204 -0.7 0.2 0.5 0.338
H -0.172328 1.208681 -3.217195 0.1 0.2 -0.1 0.216
H -0.444966 0.112361 -4.565295 -0.2 -0.3 0.3 0.332
H -0.247090 -2.030707 -3.020865 0.0 0.1 -0.2 0.110
```
Forces are in eV/Å.

## Properties
LUMO energy ... 0.862 eV
ΔE to the lowest compared entry with this formula, charge and spin ... 25.6 kcal per mole
Kohn-Sham gap ... 9.6043 eV
SMILES ... Cc1ccccc1.CCS
Multiplicity ... 1
HOMO energy ... -0.321 Ha
DFT total energy ... -749.4721 hartree

=====

# 3
# C4H12O2

A molecular structure, C4H12O2 in a non-equilibrium geometry (ωB97M-V with the def2-TZVPD basis set, OMol25).

The geometry in XYZ format:
```
18
Properties=species:S:1:pos:R:3:forces:R:3:mulliken_charge:R:1
C 2.131908 0.227117 -1.454958 -0.3 -1.0 0.7 -1.083
C 1.556434 0.093147 -0.036482 0.8 2.3 0.2 -0.038
O 0.805060 1.284407 0.125639 2.0 1.6 2.0 -0.718
H 3.044872 -0.356707 -1.572246 -0.1 -0.2 -0.4 0.336
H 2.342249 1.278545 -1.650793 0.0 -0.1 0.2 0.285
H 1.326038 -0.077526 -2.122700 0.3 -0.1 -0.4 0.223
H 2.321320 0.187899 0.734280 0.4 -0.6 -0.1 0.275
H 0.872110 -0.715741 0.219440 0.8 -0.6 -0.7 0.155
H -0.094380 0.948932 0.117945 1.7 1.4 0.2 0.465
C -1.498257 -0.882068 1.351189 -0.4 -0.4 -0.3 -0.828
C -1.881170 0.299431 0.448361 -0.6 -0.7 1.3 -0.457
O -0.926470 0.275608 -0.583180 -4.3 -1.9 -2.9 -0.492
H -0.414597 -0.905000 1.466345 -0.2 0.5 0.5 0.257
H -1.667612 -1.813740 0.811384 -0.4 -0.2 0.0 0.306
H -2.003417 -0.943295 2.315126 0.0 0.2 -0.1 0.350
H -1.795502 1.227129 1.014152 0.2 0.2 -0.2 0.289
H -2.872740 0.277202 -0.003735 -0.2 -0.2 0.4 0.336
H -1.245845 -0.405340 -1.179768 0.3 -0.1 -0.4 0.339
```
Forces are in eV/Å.

## Properties
LUMO energy ... 0.599 eV
ΔE to the lowest compared entry with this formula, charge and spin ... 58.0 kcal per mole
Kohn-Sham gap ... 9.4705 eV
Multiplicity ... 1
HOMO energy ... -0.326 Ha
DFT total energy ... -309.9806 hartree

=====

# 4
# C2H4N2O2

C2H4N2O2 in the gas phase in a non-equilibrium geometry (ωB97M-V with the def2-TZVPD basis set, OMol25).

The geometry in XYZ format:
```
10
Properties=species:S:1:pos:R:3:forces:R:3:mulliken_charge:R:1
N 1.938810 0.166241 -0.091089 0.2 0.6 0.0 -0.404
C 0.785065 -0.468169 0.286487 0.0 -0.6 0.9 0.474
O 0.785520 -1.583627 0.764820 0.1 -0.3 0.0 -0.593
N -0.370866 0.194678 0.006822 -1.0 0.3 -1.4 -0.415
C -1.619252 0.261568 0.176981 0.3 0.2 1.0 0.154
O -2.507669 0.173978 -0.807039 4.8 -1.2 -3.1 -0.503
H 2.792010 -0.200128 0.311137 -0.3 -0.1 -0.1 0.252
H 1.898082 1.172329 -0.126215 0.0 0.0 -0.2 0.245
H -2.107640 0.467347 1.119030 -0.1 0.0 0.4 0.350
H -1.615476 -0.095778 -1.569559 -4.0 1.1 2.3 0.441
```
Forces are in eV/Å.

## Properties
LUMO energy ... 0.544 eV
ΔE to the lowest compared entry with this formula, charge and spin ... 53.5 kcal per mole
Kohn-Sham gap ... 10.3932 eV
SMILES ... NC(=O)/N=C/O
Multiplicity ... 1
HOMO energy ... -0.362 Ha
DFT total energy ... -338.5680 hartree

=====

# 5
# C33H46GeO3PReS4

A molecular structure, C33H46GeO3PReS4 in a non-equilibrium geometry (ωB97M-V with the def2-TZVPD basis set, OMol25).

The geometry in XYZ format:
```
89
Properties=species:S:1:pos:R:3:forces:R:3:lowdin_spin:R:1
Re 0.734180 1.391191 -0.148591 0.5 -3.5 1.5 0.912
C -0.878899 4.266207 -0.660439 0.0 -0.2 0.2 0.004
C 0.539507 4.783133 -0.609834 0.2 0.0 -0.1 -0.002
S 1.779175 3.433900 -0.855563 -0.2 0.6 -0.3 0.070
C 3.129546 4.282070 0.067487 0.0 -0.3 0.1 0.027
C 4.408271 3.476591 0.279140 -0.2 -0.4 0.1 0.001
S 4.251361 1.788217 0.938410 0.2 0.1 0.1 0.008
C 4.013487 2.017108 2.724687 -0.2 0.0 -0.5 0.000
C 2.720465 2.688114 3.173673 -0.1 -0.1 -0.1 0.012
S 1.168877 1.901344 2.582958 -0.1 0.2 -1.1 0.030
C 0.119145 3.397783 2.629603 0.1 -0.1 0.2 0.000
C -1.220962 3.174484 1.964227 0.0 -0.1 -0.1 0.001
S -1.180845 2.668393 0.207534 -0.2 0.5 0.0 0.014
H -1.173332 4.050441 -1.687433 -0.1 0.0 0.0 0.002
H -1.575702 4.990510 -0.238570 0.0 0.1 -0.1 0.000
H 0.747478 5.269711 0.342760 0.0 0.0 0.0 0.000
H 0.707655 5.506160 -1.407244 0.0 0.1 0.0 0.000
H 2.715660 4.622567 1.016412 0.0 0.0 0.0 0.002
H 3.367941 5.161031 -0.532315 0.0 0.0 0.0 0.000
H 5.065793 4.030487 0.950277 0.1 0.1 -0.1 0.001
H 4.926080 3.334226 -0.669121 0.0 0.0 0.0 0.000
H 4.860645 2.587312 3.106588 0.0 0.0 0.1 0.000
H 4.079122 1.002801 3.119579 0.0 0.0 0.1 0.000
H 2.700389 3.730102 2.858123 0.0 0.0 0.0 0.000
H 2.675206 2.665636 4.263074 0.0 0.1 0.0 0.002
H 0.671582 4.210498 2.159488 0.0 0.0 0.0 0.000
H -0.043467 3.650749 3.678284 0.0 0.0 0.0 0.000
H -1.823165 4.081767 2.030177 -0.1 0.0 0.1 0.000
H -1.759512 2.358668 2.451645 -0.1 0.1 0.0 0.000
C 2.936037 -2.178747 2.744225 0.0 0.1 -0.1 0.000
C 1.927415 -1.672597 1.738991 0.0 -0.1 0.1 -0.002
O 2.597106 -1.456776 0.476146 0.2 -0.1 0.0 -0.002
P 2.148833 -0.373418 -0.594179 -0.9 0.7 0.2 0.014
O 3.244451 -0.599160 -1.701759 0.2 0.0 0.0 0.001
C 4.135038 -1.744796 -1.822021 0.1 0.0 0.0 0.000
C 5.446029 -1.458677 -1.123606 -0.2 0.1 0.0 0.000
O 0.728742 -1.290223 -1.273589 0.4 -0.5 0.1 0.004
C 0.532703 -1.263681 -2.728039 -0.1 -0.3 -0.3 0.005
C 0.587678 -2.677233 -3.261995 0.0 0.1 0.2 0.000
H 2.412545 -2.466148 3.655795 0.0 0.0 0.0 0.000
H 3.673243 -1.412985 2.988392 0.0 0.0 0.0 0.000
H 3.464382 -3.049095 2.355720 0.0 0.0 0.0 0.000
H 1.459349 -0.742852 2.056350 0.0 0.0 0.0 0.000
H 1.138132 -2.408340 1.586362 0.0 0.0 -0.1 -0.001
H 4.276064 -1.879884 -2.892730 0.0 0.0 0.0 0.000
H 3.652177 -2.627852 -1.406911 -0.1 0.0 0.0 0.000
H 5.944453 -0.606812 -1.585555 0.0 0.0 0.0 0.000
H 6.097371 -2.329772 -1.190084 0.0 0.0 0.0 0.000
H 5.267674 -1.225908 -0.074322 0.0 -0.1 0.0 0.000
H 1.306710 -0.627736 -3.158380 0.0 0.0 0.1 0.003
H -0.432925 -0.804622 -2.914458 -0.1 0.1 0.1 0.002
H 1.557543 -3.134481 -3.060795 0.0 0.0 -0.1 0.000
H 0.418650 -2.664123 -4.338679 0.0 0.0 0.0 0.000
H -0.186840 -3.285970 -2.794671 0.0 0.0 -0.1 0.000
C -0.226311 -0.388437 -0.446033 0.6 2.9 -0.5 -0.097
Ge -2.028057 -1.147967 -0.474852 -0.4 -0.4 -0.1 -0.008
C -3.080423 -0.462380 1.039997 0.2 -0.1 -0.2 0.000
C -3.796139 0.731377 0.986744 -0.1 -0.1 0.0 0.000
C -4.506722 1.183660 2.090334 0.0 0.0 0.0 0.000
C -4.525297 0.436556 3.259554 0.0 0.0 0.0 0.000
C -3.841124 -0.769432 3.317570 0.0 0.0 0.0 0.000
C -3.122884 -1.211244 2.215947 0.1 0.0 0.0 0.000
C -2.016540 -3.110627 -0.293481 0.0 0.3 0.0 0.000
C -0.858987 -3.873581 -0.166670 0.1 0.1 0.0 0.000
C -0.926764 -5.251001 -0.004784 0.0 -0.1 0.0 0.000
C -2.158639 -5.887639 0.015330 0.0 0.0 0.0 0.000
C -3.322295 -5.142838 -0.122907 0.0 0.0 0.0 0.000
C -3.249209 -3.765333 -0.262978 0.0 0.1 0.0 0.000
C -2.952405 -0.708961 -2.173688 0.3 0.0 0.4 -0.004
C -3.135891 0.624910 -2.538807 0.1 0.0 0.0 0.001
C -3.846224 0.955454 -3.682816 0.0 0.1 0.0 0.000
C -4.368258 -0.047118 -4.489023 0.0 0.0 0.0 0.000
C -4.157021 -1.377464 -4.159085 0.0 0.0 0.0 0.000
C -3.453783 -1.705155 -3.007575 0.0 0.0 0.1 -0.001
H -3.821255 1.304620 0.070088 0.0 0.0 0.0 0.000
H -5.057819 2.114688 2.033104 0.0 0.0 0.0 0.000
H -5.088100 0.783285 4.116906 0.0 0.0 0.0 0.000
H -3.874025 -1.368828 4.218531 0.0 0.0 0.0 0.000
H -2.594169 -2.157170 2.264926 0.0 0.0 0.0 0.000
H 0.109986 -3.390272 -0.205436 0.0 0.0 0.0 0.000
H -0.018413 -5.830400 0.105448 0.0 0.0 0.0 0.000
H -2.211728 -6.961534 0.138070 0.0 0.0 0.0 0.000
H -4.285326 -5.637352 -0.120137 0.0 0.0 0.0 0.000
H -4.161717 -3.182564 -0.339855 0.0 -0.1 0.0 0.000
H -2.702854 1.410752 -1.926843 -0.1 0.0 0.0 0.001
H -4.000214 1.993951 -3.949179 0.0 0.0 0.0 0.000
H -4.938767 0.208335 -5.372531 0.0 0.0 0.0 0.000
H -4.545654 -2.162359 -4.795585 0.0 0.0 0.0 0.000
H -3.295212 -2.747281 -2.755552 0.0 0.0 0.0 0.000
```
Forces are in eV/Å.

## Properties
LUMO energy (spin up / spin down) ... -2.127 / -2.649 eV
ΔE to the lowest compared entry with this formula, charge and spin ... 22.0 kcal per mole
Charge ... +1
Kohn-Sham gap (spin up / spin down) ... 7.5059 / 6.9495 eV
Multiplicity ... 2
HOMO energy (spin up / spin down) ... -0.354 / -0.353 Ha
<S²> ... 0.79
DFT total energy ... -5599.8311 hartree

=====

# 6
# C5H10N

2 unconnected molecules or ions with the total composition C5H10N in a non-equilibrium geometry (ωB97M-V with the def2-TZVPD basis set, OMol25).

The geometry in XYZ format:
```
16
Properties=species:S:1:pos:R:3:forces:R:3:mulliken_charge:R:1
C -1.727333 0.269121 0.285467 -0.5 -0.5 0.2 -0.091
C -0.660936 0.923815 -0.339133 -1.8 1.2 -0.2 0.270
C -1.324570 -1.093030 -0.197291 0.3 -0.7 2.4 0.170
C -1.339874 -2.244621 0.723435 1.1 -1.1 1.7 -1.324
C 2.735550 1.748480 -0.552953 0.2 -0.6 0.1 -0.753
N -0.136965 -0.251385 -0.037695 1.4 1.7 -1.2 -0.238
H -2.152739 0.544084 1.268233 0.2 -0.2 -0.5 0.284
H -0.617587 2.025926 -0.597962 1.4 -1.5 0.4 0.434
H -1.615426 -1.422853 -1.134983 -0.2 0.5 -2.3 0.424
H -0.864988 -2.008888 1.721863 -0.7 -0.2 -1.0 0.323
H -0.909586 -3.234661 0.390741 -0.3 1.4 -0.2 0.346
H -2.381119 -2.406282 0.836292 -1.2 -0.6 0.7 0.357
H 1.793892 1.211895 -0.164060 2.1 0.5 -0.5 -0.054
H 3.752802 1.509445 -0.103960 -1.7 0.0 0.0 0.283
H 2.564604 2.802053 -0.473727 -0.1 0.7 0.5 0.289
H 2.884280 1.626901 -1.624272 -0.3 -0.5 -0.1 0.279
```
Forces are in eV/Å.

## Properties
LUMO energy ... -5.749 eV
ΔE to the lowest compared entry with this formula, charge and spin ... 111.5 kcal per mole
Charge ... +1
Kohn-Sham gap ... 10.3723 eV
Multiplicity ... 1
HOMO energy ... -0.592 Ha
DFT total energy ... -250.8276 hartree